*one*
{
  "formula": "C3H6O3",
  "method": "ωB97M-V/def2-TZVPD",
  "lumo_energy_ev": [-0.88, -0.87],
  "gap_ha": [0.2819, 0.2822],
  "spin_multiplicity": 1,
  "homo_ev": [-8.55, -8.55],
  "charge": 0,
  "elements": ["C", "C", "C", "O", "O", "O", "H", "H", "H", "H", "H", "H"],
  "positions_angstrom": [[-0.48, 0.78, -1.17], [0.75, 0.88, 0.87], [-0.72, -0.48, -0.65], [0.64, -1.00, -0.11], [0.43, -2.15, 0.71], [-1.67, -1.18, -0.39], [-0.56, -2.24, 0.64], [-1.33, 1.44, -1.30], [0.42, 0.94, -1.76], [0.82, 0.19, 1.71], [1.68, 1.15, 0.40], [0.03, 1.67, 1.04]]
}



*two*
{
  "formula": "C3H6O3",
  "method": "ωB97M-V/def2-TZVPD",
  "lumo_energy_ev": 0.71,
  "gap_ha": 0.3809,
  "spin_multiplicity": 1,
  "smiles": "O[C@H]1[C@@H](O)[C@H]1O",
  "homo_ev": -9.65,
  "charge": 0,
  "elements": ["O", "C", "C", "O", "C", "O", "H", "H", "H", "H", "H", "H"],
  "positions_angstrom": [[0.88, 1.54, -0.39], [0.61, 0.25, -0.80], [0.52, -0.81, 0.27], [0.50, -0.27, 1.55], [-0.72, -0.43, -0.51], [-1.72, 0.13, 0.30], [1.16, 1.47, 0.54], [1.06, -0.01, -1.76], [1.00, -1.78, 0.19], [-0.44, -0.10, 1.73], [-1.11, -1.07, -1.29], [-1.75, 1.09, 0.17]]
}



*three*
{
  "formula": "C3H6O3",
  "method": "ωB97M-V/def2-TZVPD",
  "lumo_energy_ev": 0.40,
  "gap_ha": 0.3795,
  "spin_multiplicity": 1,
  "smiles": "O=CCO.C=O",
  "homo_ev": -9.92,
  "charge": 0,
  "elements": ["C", "O", "C", "O", "C", "O", "H", "H", "H", "H", "H", "H"],
  "positions_angstrom": [[2.08, -0.76, 0.71], [1.29, -0.65, 1.61], [-0.05, 0.75, -0.41], [0.13, 1.91, -0.15], [-1.24, -0.06, 0.06], [-2.20, 0.02, -0.98], [0.62, 0.21, -1.13], [2.72, 0.08, 0.37], [2.19, -1.71, 0.15], [-0.99, -1.11, 0.18], [-1.61, 0.33, 1.02], [-2.47, 0.95, -1.04]]
}



*four*
{
  "formula": "C3H6O3",
  "method": "ωB97M-V/def2-TZVPD",
  "lumo_energy_ev": 0.79,
  "gap_ha": 0.4189,
  "spin_multiplicity": 1,
  "smiles": "COC(=O)CO",
  "homo_ev": -10.61,
  "charge": 0,
  "elements": ["C", "O", "C", "O", "C", "O", "H", "H", "H", "H", "H", "H"],
  "positions_angstrom": [[2.05, -0.38, 0.08], [0.68, -0.65, 0.39], [-0.21, 0.20, -0.12], [0.06, 1.17, -0.80], [-1.64, -0.18, 0.23], [-2.53, 0.84, -0.14], [2.28, -0.75, -0.92], [2.25, 0.69, 0.12], [2.64, -0.92, 0.82], [-1.87, -1.12, -0.28], [-1.70, -0.37, 1.31], [-2.02, 1.45, -0.69]]
}



In order of decreasing stability: *four*, *two*, *three*, *one*.